Entry 1:
Density functional theory data (wB97M-V/def2-TZVPD) for a cluster of 2 separate species, C5H9FO in total.

As for the spin multiplicity: 3. The value obtained for the molecular weight is 104.12 g/mol. Its frontier orbital gap (alpha / beta) is 8.336 / 10.570 eV. As for the expectation value of S²: 2.006. As for the net charge: 0. The energy above the lowest of the compared OMol25 structures with the same formula, charge and spin is 235.2 kJ/mol.

Atoms and positions in Å:
H -3.506 0.802 -0.150
H 0.041 1.672 1.000
C -0.013 0.837 0.291
H 4.254 -0.694 0.831
C -1.308 0.416 -0.229
O -0.701 -0.235 0.954
C 3.274 -1.053 0.790
H -1.324 -0.082 -1.161
H 2.724 -1.158 1.708
C -2.496 1.243 -0.126
F 3.195 1.017 -0.287
H 3.235 -2.083 0.307
H -2.626 2.016 -0.930
H -2.532 1.839 0.889
C 2.733 -0.182 -0.222
H 2.631 -0.567 -1.264

Atoms 1-6, force components in eV/Å:
0.6 -0.8 0.0
0.7 0.2 -0.5
-2.0 -0.6 1.9
2.0 0.0 1.1
1.2 0.3 0.0
0.2 0.9 -1.9

Atomic partial charges in e from the Löwdin method, atoms 1 to 2: 0.07, 0.11

***

Entry 2:
Density functional theory data (wB97M-V/def2-TZVPD) for a structure of composition C14H26BFeN2P.

As for the spin multiplicity: 5. The value obtained for the molecular weight is 320.01 g/mol. Its frontier orbital gap (alpha / beta) is 4.834 / 7.893 eV. As for the expectation value of S²: 6.245. As for the net charge: 0. The energy above the lowest of the compared OMol25 structures with the same formula, charge and spin is 31.1 kJ/mol.

Atoms and positions in Å:
H -2.529 2.350 -3.014
C -1.542 1.305 -1.407
C 1.360 -1.579 -1.619
H -0.073 1.081 5.698
H 1.754 -2.510 -2.059
H 1.370 0.683 2.659
H -3.076 -1.933 -2.849
C 1.749 1.888 -1.488
H 2.471 -3.167 0.093
H -0.128 1.392 1.274
B -0.028 -0.115 5.420
H -3.439 0.239 -4.046
H -0.254 -3.504 0.543
C -2.630 -1.011 -2.482
C -0.914 2.586 -0.880
H 1.327 1.220 -2.249
H -0.679 3.282 -1.705
H 1.439 -2.768 1.535
C -2.352 1.365 -2.556
H -2.189 -2.365 0.358
H -2.197 -3.151 -1.241
H 1.530 4.292 0.311
H 0.031 -3.610 -1.223
H -1.554 3.087 -0.134
C 1.892 -2.380 0.610
N 0.617 0.006 2.823
H 0.586 -1.172 -2.284
H 2.185 -0.862 -1.528
H 2.701 1.473 -1.135
P 0.643 2.071 -0.054
H 0.752 3.631 1.779
C -1.277 0.082 -0.769
H 2.553 -1.538 0.850
C 0.244 -0.085 3.981
N 0.805 -1.886 -0.279
H 2.342 3.020 1.265
Fe 0.045 -0.148 0.780
H -1.084 -0.684 5.582
C 1.374 3.394 0.914
C -0.265 -2.933 -0.397
C -1.841 -1.068 -1.315
C -1.691 -2.395 -0.630
H 0.925 -0.661 5.937
C -2.867 0.203 -3.119
H 1.915 2.873 -1.950

Atoms 1-6, force components in eV/Å:
0.0 -0.5 0.1
-0.5 -0.3 -0.6
0.0 -0.1 0.1
-0.1 -0.2 0.2
0.0 0.2 0.0
0.9 0.2 -0.1

Atomic partial charges in e from the Löwdin method, atoms 1 to 2: 0.11, -0.32

***

Entry 3:
Density functional theory data (wB97M-V/def2-TZVPD) for a structure of composition C21H36AsBaI4N2Si.

The value obtained for the molecular weight is 1064.49 g/mol. Its frontier orbital gap is 6.452 eV. As for the net charge: +1. The energy above the lowest of the compared OMol25 structures with the same formula, charge and spin is 75.9 kJ/mol.

Atoms and positions in Å:
I 2.113 -2.670 1.677
H -1.098 -1.918 -3.169
C 2.960 -0.429 -4.103
C -1.533 2.890 1.078
H -1.730 3.049 -3.201
H 0.020 2.885 -3.293
H -1.187 -0.365 5.251
H 4.294 2.857 1.138
H 4.707 3.127 -0.578
H -4.464 1.616 -0.948
H -0.669 3.216 1.650
H 0.050 -1.689 -4.475
H 3.538 -1.275 4.359
C -2.842 -3.057 -0.455
I 4.216 0.470 -0.209
C 2.739 -1.310 5.100
H -0.338 -1.822 2.537
C -4.011 -2.332 -0.586
C -0.035 -1.796 -3.392
N -1.626 1.579 0.843
H -4.267 4.039 -0.504
H 0.031 0.022 6.470
C 4.060 2.599 0.112
H 1.825 -2.905 -3.103
C 1.849 0.577 -3.819
H 3.751 0.038 -4.691
H -0.809 2.618 -1.760
H -4.940 -2.825 -0.839
H 2.177 1.176 3.047
H -1.140 0.848 -4.261
H -0.747 -2.907 0.008
C 1.324 1.000 3.711
H 1.334 0.865 -4.738
As 0.489 -0.092 -2.575
C -3.529 3.352 -0.113
H 2.683 -2.333 5.479
H -2.817 -4.127 -0.607
H 3.409 -0.816 -3.186
H 0.411 1.454 3.302
C -3.982 -0.960 -0.383
H -1.936 0.571 -2.720
C 0.570 -2.051 3.105
C -1.037 0.988 -3.183
H -2.333 4.865 0.851
Si 1.111 -0.768 4.390
C -2.459 3.814 0.630
H 1.551 1.592 4.603
H -0.386 -1.658 6.143
C 0.765 -2.991 -2.881
C -0.233 -0.682 5.678
C -2.684 1.127 0.154
H 2.257 1.486 -3.372
C -1.688 -2.375 -0.111
C -2.779 -0.348 -0.057
I 4.242 -2.756 -0.830
H 0.318 -2.939 3.692
C -3.644 1.993 -0.354
C -0.881 2.465 -2.841
H 2.589 -1.280 -4.673
H 0.695 -3.090 -1.794
Ba 0.787 0.093 0.818
H -4.891 -0.383 -0.459
I 2.077 3.314 -0.264
H 3.021 -0.664 5.935
H 0.402 -3.919 -3.325
N -1.650 -1.056 0.088

Atoms 1-6, force components in eV/Å:
0.1 -0.4 0.2
0.0 0.0 0.0
0.0 0.0 0.0
0.0 0.0 0.0
0.0 0.0 0.0
0.0 0.0 0.0

Atomic partial charges in e from the Löwdin method, atoms 1 to 2: 0.64, 0.05

***

Entry 4:
Density functional theory data (wB97M-V/def2-TZVPD) for a cluster of 3 separate species, C20H47BBrNO11PS in total.

The value obtained for the molecular weight is 631.35 g/mol. Its frontier orbital gap is 7.137 eV. As for the net charge: -1.

Atoms and positions in Å:
H -1.678 -4.797 -7.285
H -2.312 -2.558 -1.866
H 3.417 7.108 4.773
C 2.145 2.750 0.558
H 1.790 6.357 7.051
H 1.086 8.660 6.745
H 2.518 3.539 6.119
C 3.349 7.216 1.955
C 2.486 5.382 3.972
O -0.567 -1.346 -0.295
H 1.933 8.736 5.358
H -1.209 -3.804 -2.488
O 2.071 3.129 3.528
H -3.771 -3.332 -0.432
H 0.012 -1.822 -2.154
H 4.088 6.544 1.521
C -1.469 -3.208 -1.600
H 0.860 -1.730 2.726
H -1.342 -9.290 -4.183
H -3.332 -4.921 -3.644
O 0.241 4.523 3.878
H 0.739 6.540 5.663
C 3.062 -2.350 0.872
B 3.436 3.415 3.219
O -2.516 -7.812 -5.064
C -1.362 -8.616 -5.048
H 1.383 -0.693 1.393
C -3.218 -4.278 -0.411
H 3.547 5.697 5.764
C 0.673 7.569 2.830
H 3.052 7.950 1.203
H -1.520 -6.567 -3.742
H 3.505 -3.147 0.276
C 2.836 6.272 5.168
H -3.073 -7.199 -3.169
C -3.762 -4.681 -7.564
H -4.251 -5.804 -4.882
H -3.614 -4.923 -1.207
C -0.479 -1.707 1.075
Br 4.692 2.106 4.205
H 2.067 3.338 -0.353
O -2.512 -4.809 -5.463
C -0.274 -2.354 -1.242
C 0.926 -1.660 1.631
H -0.451 -8.008 -5.028
H -3.603 -4.862 -8.636
H -0.370 3.843 4.202
O 4.595 1.946 0.949
S 3.773 3.114 1.244
O -1.836 -4.070 -0.536
O 3.710 4.774 3.572
H -0.930 -2.684 1.262
H -5.888 -3.498 -6.697
H -3.391 -4.767 0.547
H 3.789 7.748 2.800
C -6.089 -4.463 -7.176
O 4.156 4.394 0.644
P 1.856 6.201 2.353
H 0.562 -2.981 -0.925
H -1.370 -9.215 -5.957
O 1.719 -2.717 1.122
H 3.637 -2.231 1.795
H 2.122 1.683 0.343
H -1.055 -0.944 1.605
C 1.719 6.820 6.064
H -6.888 -4.967 -6.635
O -4.959 -5.300 -7.136
H 3.122 -1.409 0.316
N 1.884 8.265 6.257
H 1.022 8.506 2.394
C 1.506 3.723 5.750
H 0.533 7.725 3.896
C 1.559 4.176 4.293
H -2.525 -6.313 -6.906
C -2.540 -6.822 -4.053
H -3.820 -3.597 -7.411
H 1.359 3.027 1.255
H 0.973 2.770 5.776
H -0.304 7.337 2.405
C -3.247 -5.569 -4.520
H 1.003 4.442 6.396
H -6.424 -4.274 -8.203
C -2.566 -5.226 -6.815

Atoms 1-6, force components in eV/Å:
0.0 -0.1 0.0
0.0 0.0 0.0
0.0 0.1 0.1
0.1 -0.1 -0.1
0.0 0.0 0.0
0.1 -0.1 0.0

Atomic partial charges in e from the Löwdin method, atoms 1 to 2: 0.13, 0.13

***

Entry 5:
Density functional theory data (wB97M-V/def2-TZVPD) for a structure of composition C24H73CrHgO17S.

As for the spin multiplicity: 5. The value obtained for the molecular weight is 918.48 g/mol. Its frontier orbital gap (alpha / beta) is 6.532 / 7.705 eV. As for the expectation value of S²: 6.011. As for the net charge: +1.

Atoms and positions in Å:
O -5.630 3.965 -7.969
H 0.527 2.966 -9.530
H -9.921 6.491 -10.043
H -8.002 2.921 -10.903
H -7.919 5.996 -8.492
Hg -4.826 6.262 -13.417
H -7.959 9.831 -13.946
H -5.567 9.254 -14.629
H -7.248 10.264 -9.669
S -4.552 5.876 -10.463
H -8.554 0.477 -10.777
H -0.736 8.777 -14.874
O -3.849 6.880 -11.295
H -6.163 1.377 -5.843
O -5.208 4.964 -11.450
O -3.354 4.935 -6.323
H -3.307 5.198 -5.398
H -6.629 7.796 -10.062
H -3.159 11.680 -8.981
H -0.545 3.766 -15.483
C -1.278 2.709 -10.701
C -3.696 10.731 -8.879
C -10.038 6.185 -8.998
C -7.746 0.943 -10.207
C -1.873 4.962 -14.296
H -4.436 9.293 -10.319
O -3.841 7.629 -7.513
C -6.273 3.294 -6.844
H -2.578 8.078 -13.284
H -7.352 3.329 -7.001
H -9.893 8.914 -10.375
O -5.549 6.495 -9.549
C -9.234 6.453 -13.082
O -7.039 5.645 -13.785
C -5.833 9.524 -13.610
C -8.139 5.437 -12.882
H -8.610 4.515 -9.104
H -1.176 5.612 -13.758
C -7.229 2.144 -10.937
H -8.518 4.422 -13.041
C -2.246 4.110 -6.665
C -5.767 1.877 -6.728
H -1.243 9.172 -16.492
H -2.184 5.527 -15.172
H -2.399 3.779 -7.692
H -3.560 8.378 -15.953
C -2.871 8.669 -15.152
H -0.553 4.338 -9.482
H -0.796 3.134 -13.823
H -1.710 2.107 -9.895
H -9.595 10.588 -9.924
H -2.979 9.940 -8.677
C -0.157 3.561 -10.140
H -6.028 3.872 -5.954
H -6.372 8.441 -12.011
H -7.981 8.932 -8.796
H -6.102 1.292 -7.589
H -6.989 0.154 -10.168
H -11.378 4.900 -9.651
H -10.039 6.277 -12.361
H -2.044 2.987 -15.077
O -5.977 8.267 -12.905
H -2.223 3.196 -6.064
H 0.128 7.724 -11.920
H -5.768 3.361 -8.738
C -0.503 7.502 -9.868
H -7.754 5.450 -11.864
H -0.842 5.298 -5.550
H -3.736 10.681 -11.059
H -3.092 7.809 -8.090
H -1.270 7.477 -15.949
H -4.679 1.857 -6.684
H -7.325 10.660 -12.513
H -1.069 6.469 -11.631
H -10.166 7.078 -8.386
H -2.842 4.202 -12.726
O -7.144 8.405 -10.619
H 0.111 6.636 -9.604
C -7.088 10.340 -13.529
H -2.675 4.101 -10.597
H -9.025 9.969 -11.487
Cr -4.663 5.902 -7.758
O -1.789 8.431 -11.746
C -0.946 4.873 -6.554
H 0.423 4.012 -10.946
H -3.124 9.710 -14.935
H -6.978 11.259 -14.114
H -8.878 7.470 -12.912
O -2.297 3.519 -11.283
C -1.261 3.631 -14.671
C -1.456 8.508 -15.654
O -3.602 5.174 -9.567
H -7.330 5.573 -14.699
C -9.166 9.725 -10.434
O -4.636 10.789 -7.825
H -2.625 8.090 -11.377
H -0.900 5.674 -7.289
H -9.699 6.408 -14.069
H -9.041 5.014 -7.506
C -8.838 5.407 -8.505
O -3.146 7.807 -14.050
H -1.433 7.422 -9.300
C -0.782 7.498 -11.364
O -6.039 2.602 -10.289
H -5.195 11.555 -7.989
H -8.065 1.194 -9.198
H -0.073 4.222 -6.641
H -5.760 3.442 -10.695
H -0.905 2.048 -11.479
H -5.340 10.863 -10.302
H 0.049 8.378 -9.525
O -11.246 5.423 -8.856
C -7.843 9.354 -9.795
C -4.369 10.380 -10.214
O -3.068 4.781 -13.496
H -6.993 1.891 -11.974
H -4.995 10.065 -13.160

Atoms 1-6, force components in eV/Å:
-0.4 -0.4 0.8
0.0 -0.1 -0.1
0.1 0.1 0.1
0.1 0.1 -0.2
-0.1 0.1 0.1
0.1 0.4 0.2

Atomic partial charges in e from the Löwdin method, atoms 1 to 2: -0.18, 0.08

***

Entry 6:
Density functional theory data (wB97M-V/def2-TZVPD) for a structure of composition C38H55MnN11O2P2Si2.

As for the spin multiplicity: 6. The value obtained for the molecular weight is 870.99 g/mol. Its frontier orbital gap (alpha / beta) is 6.081 / 6.476 eV. As for the expectation value of S²: 8.754. As for the net charge: 0. The energy above the lowest of the compared OMol25 structures with the same formula, charge and spin is 0.0 kJ/mol.

Atoms and positions in Å:
H -2.824 -0.592 -0.895
H -1.595 0.592 -2.690
C 2.222 -4.803 -3.280
C 2.841 -1.814 -1.185
P -1.433 0.292 1.877
H 1.141 3.860 0.664
C -3.011 4.062 -3.539
C 3.353 2.635 -1.396
H 0.446 -5.698 -2.990
H 2.729 -1.828 2.283
C -2.197 4.361 0.812
H 4.464 -2.487 -4.004
C -3.849 -1.157 1.812
N 2.912 -5.918 -2.983
H 4.072 1.887 -1.750
H -2.134 -4.609 1.770
C 1.112 4.081 -2.804
N -3.152 -2.567 -1.699
P -0.964 2.184 -0.444
H 1.032 4.834 -2.015
C 2.783 -0.958 2.945
H 2.256 -2.963 -4.016
H 1.692 1.930 3.994
C -4.003 -3.554 1.700
H 3.351 2.614 -0.303
H -1.055 6.935 2.690
H 1.857 4.428 -3.525
N 0.884 -4.846 -3.297
H 2.012 0.875 5.381
H 2.939 -0.603 0.465
H -5.696 -2.232 1.648
H 2.467 1.492 -4.261
H -2.850 2.933 6.738
C -2.912 1.095 5.630
C -2.637 1.773 -4.139
H -3.389 5.049 -3.779
H 4.840 -4.190 -4.068
H -2.266 4.672 -1.632
H 4.712 -2.253 -0.241
C 0.201 4.335 0.918
H -4.325 -0.182 1.803
N -1.147 -1.642 -1.689
C -4.618 -2.305 1.715
N 0.551 1.820 -0.888
C -2.224 5.498 1.602
H -3.125 3.902 0.491
C -2.623 -3.642 1.779
C -2.458 -1.235 1.904
H -0.774 -2.553 1.923
C -2.612 2.439 5.805
C -2.608 0.463 4.432
N -1.022 -2.821 -2.214
H 1.103 5.891 2.089
H 4.419 -4.277 -1.519
C -2.458 -1.494 -1.374
H -4.606 -4.452 1.631
C -1.854 -2.486 1.883
H -3.173 5.943 1.876
H 3.912 -5.828 -2.921
H -3.384 0.536 6.428
H 2.515 -6.470 -2.238
H -3.632 3.200 -5.403
H 0.364 1.410 5.036
C 1.928 -2.894 -0.540
C 4.333 -2.154 -1.263
H 3.392 -1.233 3.809
N 2.608 -0.543 -0.494
H -2.843 -0.588 4.313
N 0.113 -0.133 2.111
H 0.747 1.127 -4.027
C 0.392 -1.783 4.619
H -2.722 0.962 -4.853
Mn 0.371 -0.338 -0.094
H -1.177 3.057 2.811
O 2.192 -4.089 -0.763
Si 1.596 2.415 -2.086
C 1.715 1.197 -3.524
H -2.792 -5.157 -1.814
N -2.418 -4.656 -2.614
H 1.966 0.195 -3.156
Si 1.060 -0.424 3.496
C -1.682 0.910 0.352
N 2.848 -3.711 -3.694
C -3.145 3.029 -4.451
H 4.837 -1.280 -1.693
H -3.125 -4.647 -3.341
H -0.414 -1.399 5.250
C 1.302 1.091 4.577
C -1.997 1.162 3.391
C 4.276 -3.440 -3.507
N -2.217 -3.348 -2.208
H 3.305 -0.138 2.440
H 3.086 0.232 -0.939
C -1.035 6.053 2.062
C -2.017 1.560 -2.920
H 1.175 -2.167 5.278
H -0.006 -2.622 4.045
C 4.756 -3.393 -2.055
C -0.983 3.773 0.454
H 5.848 -3.424 -2.090
C -1.686 2.505 3.586
C -1.997 3.142 4.778
C -1.891 2.586 -1.982
H -1.747 4.188 4.904
H 0.369 -4.007 -3.022
H 3.753 3.604 -1.704
H 0.148 4.030 -3.313
C 0.176 5.468 1.723
H 2.455 -1.674 -2.201
C -2.383 3.844 -2.317
O 0.958 -2.451 0.122

Atoms 1-6, force components in eV/Å:
0.0 0.0 0.0
0.0 -0.1 0.0
-0.3 0.0 0.0
0.0 0.0 0.0
0.3 -0.2 0.1
0.0 0.0 0.0

Atomic partial charges in e from the Löwdin method, atoms 1 to 2: 0.07, 0.07

***

Entry 7:
Density functional theory data (wB97M-V/def2-TZVPD) for the ion C10H7O4 with charge -1.

The value obtained for the molecular weight is 191.16 g/mol. Its frontier orbital gap (alpha / beta) is 5.501 / 5.495 eV. As for the net charge: -1.

Atoms and positions in Å:
O 0.067 -3.012 -1.227
O -4.401 -0.009 -0.773
C -0.740 0.513 -0.008
H 0.598 -3.523 -0.568
H 1.745 2.733 0.749
C 1.991 0.498 0.828
C 1.285 1.697 0.576
H -3.924 0.672 -1.477
C 0.030 -0.724 -0.159
C -3.239 -0.079 0.107
C -3.270 -0.581 1.277
H -1.484 -1.651 -1.290
C -0.475 -1.804 -0.829
H 1.893 -1.589 0.375
C -2.105 0.731 -0.387
H -0.562 2.586 0.180
O -3.080 -0.796 2.447
O -2.521 1.654 -1.138
C 0.003 1.706 0.245
C 1.335 -0.715 0.452
H 3.017 0.468 1.154

Atoms 1-6, force components in eV/Å:
1.1 -1.0 0.5
3.0 1.4 -0.6
0.2 1.0 0.0
-0.8 1.1 -0.4
-0.3 -1.7 0.0
-2.0 -2.9 -1.7

Atomic partial charges in e from the Löwdin method, atoms 1 to 2: -0.07, -0.08

***

Across the entries above, max |F| takes the values 4.8; 1.5; 0.8; 0.6; 1.2; 0.6; 5.5 eV Å⁻¹, respectively.